# 1
47
Properties=species:S:1:pos:R:3:lowdin_charge:R:1 method="wB97M-V/def2-TZVPD" spin_multiplicity=1 lumo_ev=0.49 smiles="COc1ccc(-c2cc(NC(=O)[C@@H]3C[C@@H](c4ccccc4)NN3)no2)cc1" e_above_lowest_kcal_mol=163.1 orbital_gap_ev=8.48 e_homo_ev=-7.99 max_force_ev_per_a=4.7
O 2.3566 -1.2072 2.8957 0.039
N 1.7784 -1.7006 0.1509 0.168
O 1.9317 -1.9827 -1.2176 0.037
O 2.8932 -0.8430 -7.3547 -0.094
C 1.7606 -0.1098 2.6463 -0.328
C 1.5225 -0.4344 0.1726 -0.340
C 1.3890 0.1376 -1.0930 0.036
C 1.5803 -0.8955 -1.9150 -0.252
C -5.3314 -0.2578 4.3324 -0.115
C -4.9239 -0.5106 3.0466 -0.079
C -4.4953 0.3343 5.1794 -0.112
C 1.9122 -1.9519 -5.5142 0.038
C 2.2708 0.4832 -5.2419 -0.002
C 1.7249 -1.9562 -4.1113 0.007
C 1.8743 0.4846 -3.9358 -0.023
C -3.6115 -0.3295 2.6577 -0.017
C -3.1736 0.5762 4.8465 -0.053
C 2.3800 -0.7275 -6.0740 -0.235
C 1.6707 -0.7835 -3.3675 -0.156
C -2.7344 0.2501 3.5981 -0.165
N 1.4407 0.2925 1.3519 0.156
N 0.5058 2.0009 3.7263 -0.049
N -0.7448 1.7962 3.0444 -0.036
C 2.5392 0.3066 -8.1313 -0.106
C 1.0414 0.6472 3.7893 -0.243
C -1.2577 0.4067 3.1261 -0.252
C -0.2795 -0.0309 4.2077 -0.097
H 1.0853 1.1600 -1.4405 0.137
H -6.3934 -0.3537 4.5555 0.115
H -5.4628 -1.0632 2.3224 0.095
H -4.8470 0.5526 6.2191 0.126
H 1.8889 -2.7760 -6.1942 0.109
H 2.5567 1.4073 -5.7070 0.093
H 1.4573 -2.8176 -3.6441 0.086
H 1.6683 1.4127 -3.4301 0.108
H -3.1686 -0.4781 1.6982 0.106
H -2.5393 1.0099 5.6867 0.140
H 1.0301 1.2066 1.2302 0.134
H 1.1943 2.7445 3.4179 0.143
H -1.3914 2.4805 3.4437 0.115
H 3.1102 1.1788 -7.7976 0.078
H 1.3849 0.5113 -8.2102 0.131
H 2.7343 0.2408 -9.2271 0.089
H 1.7163 0.6407 4.6315 0.140
H -1.0725 -0.1817 2.2688 0.110
H -0.7389 0.2424 5.1184 0.086
H -0.2329 -1.1130 4.2430 0.130

---

# 2
36
Properties=species:S:1:pos:R:3:lowdin_charge:R:1 method="wB97M-V/def2-TZVPD" spin_multiplicity=1 lumo_ev="-10.19 / -10.17" orbital_gap_ev="4.81 / 4.81" e_homo_ev="-15.00 / -14.98" max_force_ev_per_a=2.5 charge=+2
Ce 0.0056 0.1176 -0.0359 0.972
Cl 2.8179 0.3181 0.3036 0.768
C 3.1571 0.1108 2.0106 -0.576
C 4.4967 0.0532 2.3638 -0.068
C 4.8373 -0.0253 3.7019 -0.012
C 3.8496 -0.0472 4.6720 -0.052
C 2.5147 -0.0256 4.3073 -0.665
Cl 1.2977 -0.0752 5.5129 0.761
C 2.1284 0.0488 2.9543 -0.622
S 0.3971 0.0873 2.6104 0.695
H 5.2620 0.0830 1.6063 0.124
H 5.8745 -0.0599 3.9887 0.133
H 4.1180 -0.0811 5.7149 0.128
C -5.3878 5.1826 0.0044 -0.167
Si -3.5632 4.6375 -0.0101 0.588
C -2.6678 5.1780 1.5810 -0.161
C -2.7037 5.2276 -1.6027 -0.171
C -3.5961 2.7127 -0.0191 -0.206
C -4.8016 2.0372 0.0697 -0.011
C -4.8536 0.6468 0.0536 0.009
C -3.6708 -0.0496 -0.0445 -0.085
N -2.4769 0.5632 -0.1450 -0.130
C -2.4443 1.9258 -0.1269 -0.673
S -0.8543 2.6433 -0.3163 0.766
H -5.4348 6.2659 0.0014 0.041
H -5.9177 4.8439 0.8899 0.037
H -5.9331 4.8367 -0.8692 0.040
H -2.6719 6.2621 1.6537 0.041
H -1.6320 4.8483 1.5902 0.008
H -3.1521 4.7869 2.4730 0.039
H -2.7456 6.3115 -1.6579 0.042
H -3.1819 4.8329 -2.4961 0.041
H -1.6578 4.9355 -1.6268 -0.010
H -5.7169 2.6016 0.1415 0.111
H -5.7964 0.1266 0.1116 0.131
H -3.6569 -1.1324 -0.0620 0.131

---

# 3
30
Properties=species:S:1:pos:R:3:lowdin_charge:R:1 method="wB97M-V/def2-TZVPD" spin_multiplicity=1 lumo_ev=-1.08 smiles="O=C(NNc1cc2ccccc2s1)c1ccc([N+](=O)[O-])o1" e_above_lowest_kcal_mol=56.7 orbital_gap_ev=6.92 e_homo_ev=-8.00 max_force_ev_per_a=6.2
O 1.6618 0.5325 2.5670 0.109
O -1.5352 -4.6921 5.1566 0.132
O -2.1416 -4.3025 3.0972 0.134
O -0.7477 -2.0185 3.3177 0.136
S 0.9435 0.2449 -1.4305 1.049
C 0.7492 -0.1775 2.2986 -0.460
C 1.4241 -2.1319 3.9016 0.058
C 0.7373 -3.3094 4.2981 0.042
C 0.4722 -1.3916 3.1708 -0.093
C -0.7011 2.2764 -1.4622 -0.068
C -0.0778 1.3792 -0.6275 -0.581
C -0.5368 -3.1969 3.9252 -0.301
C 0.4198 1.7104 -5.3911 -0.090
C -0.4596 2.6946 -5.0925 -0.138
C 0.9493 0.8977 -4.3350 -0.073
C -0.8456 2.9422 -3.8425 -0.065
C 0.5048 1.0465 -3.0045 -0.398
C -0.3476 2.1851 -2.8157 -0.267
N -0.2410 0.2262 1.4863 0.060
N -0.2440 1.4478 0.7520 -0.006
N -1.4463 -4.1277 4.0835 -0.354
H 2.4867 -1.8502 4.0128 0.138
H 1.1766 -4.0796 4.8710 0.124
H -1.4222 2.9646 -1.1485 0.103
H 0.8095 1.4718 -6.4085 0.115
H -0.7605 3.4511 -5.8430 0.123
H 1.6161 0.0334 -4.5398 0.109
H -1.3865 3.8444 -3.6339 0.118
H -1.0801 -0.3992 1.4243 0.180
H 0.0228 2.3284 1.2125 0.164

---

# 4
13
Properties=species:S:1:pos:R:3:lowdin_charge:R:1 method="wB97M-V/def2-TZVPD" spin_multiplicity=1 lumo_ev=0.58 smiles=N.O.O.O e_above_lowest_kcal_mol=17.2 orbital_gap_ev=10.87 e_homo_ev=-10.29 max_force_ev_per_a=4.1
N -0.8387 -1.3720 -1.4887 -0.008
H -0.9686 -2.2861 -1.9651 0.043
H -1.7908 -1.1699 -1.1664 0.038
H -0.6736 -1.8880 -0.5719 0.068
H 0.4033 -0.2207 -2.2103 0.001
H 1.8058 -0.0557 -1.9336 0.046
O 1.0050 0.4904 -1.8709 -0.112
H 0.3292 0.9491 2.3632 -0.027
H 0.7086 0.5635 3.8358 0.016
O 0.1786 1.1760 3.3208 -0.111
H 0.4738 1.0916 -0.0251 0.030
H -0.6288 1.7240 0.8976 0.069
O -0.0040 0.9977 0.8147 -0.053